Model w:
Computed, not measured: an isolated molecule of C5H4O, with the ωB97M-V functional and the def2-TZVPD basis.

Structure (ORCA input):
```
! wB97M-V def2-TZVPD RIJCOSX def2/J DEFGRID3
* xyz 0 1
C 0.753 0.144 0.000
C -0.315 -0.955 -0.005
C -0.140 1.213 0.003
C 2.512 0.420 -0.006
C -1.650 -0.476 -0.005
O -1.452 0.902 0.000
H 2.907 -0.617 -0.001
H -0.059 -2.002 0.009
H 0.064 2.270 0.018
H -2.620 -0.899 -0.013
*
```

* LUMO level: -0.0411 hartree
* HOMO energy: -9.28 eV

---

Model x:
Computed, not measured: a structure of composition C5H4O, with the ωB97M-V functional and the def2-TZVPD basis.

Structure (ORCA input):
```
! wB97M-V def2-TZVPD RIJCOSX def2/J DEFGRID3
* xyz 0 1
O -2.424 -0.220 0.177
C -1.422 -0.679 -0.529
C -0.507 0.157 -1.122
C 0.361 -0.120 -0.128
C 1.572 0.479 0.197
C 2.623 0.916 0.552
H -2.436 0.757 0.118
H -1.408 -1.733 -0.800
H 0.098 -0.886 0.689
H 3.544 1.329 0.847
*
```

* LUMO level: 0.0144 hartree
* HOMO energy: -8.99 eV

---

Model y:
Computed, not measured: an isolated molecule of C5H4O, with the ωB97M-V functional and the def2-TZVPD basis.

Structure (ORCA input):
```
! wB97M-V def2-TZVPD RIJCOSX def2/J DEFGRID3
* xyz 0 1
C -1.988 1.300 -0.223
C -1.187 0.248 0.171
C -2.569 -0.049 -0.196
C 0.948 -0.974 -0.202
C 0.236 -0.032 0.429
O -3.402 -0.948 -0.204
H -2.313 2.319 -0.578
H 2.042 -1.257 0.011
H 0.494 -1.435 -1.063
H 0.650 0.606 1.421
*
```

* LUMO level: 0.0091 hartree
* HOMO energy: -9.05 eV

---

Energies relative to the most stable structure, in hartree: model w 0.0868; model x 0.0828; model y 0.0000.

---

Model w:
Computed, not measured: an isolated molecule of C5H4O, with the ωB97M-V functional and the def2-TZVPD basis.

Structure (ORCA input):
```
! wB97M-V def2-TZVPD RIJCOSX def2/J DEFGRID3
* xyz 0 1
C 1.106 -0.034 0.188
C -0.124 0.307 0.041
C -1.427 -0.223 0.027
C -1.257 1.269 -0.007
C 1.970 -0.957 -0.016
O -1.933 -1.332 0.065
H -1.527 1.624 -1.010
H -1.598 1.783 0.808
H 2.397 -1.043 -0.955
H 2.393 -1.394 0.860
*
```

* LUMO level: 0.0049 hartree
* HOMO energy: -8.94 eV

---

Model x:
Computed, not measured: an isolated molecule of C5H4O, with the ωB97M-V functional and the def2-TZVPD basis.

Structure (ORCA input):
```
! wB97M-V def2-TZVPD RIJCOSX def2/J DEFGRID3
* xyz 0 1
C -1.347 0.124 0.155
C 0.398 -1.185 0.018
C 0.550 1.052 0.035
C -0.136 -0.017 -0.695
C -0.132 -0.044 0.916
O -2.589 0.180 -0.005
H 0.009 -2.148 -0.272
H 1.426 -1.149 -0.003
H 1.584 1.092 0.040
H 0.236 2.096 -0.189
*
```

* LUMO level: 0.0370 hartree
* HOMO energy: -10.06 eV

---

Energies relative to the most stable structure, in hartree: model w 0.0000; model x 0.0089.

---

Model w:
Computed, not measured: a cluster of 2 separate species, C5H4O in total, with the ωB97M-V functional and the def2-TZVPD basis.

Structure (ORCA input):
```
! wB97M-V def2-TZVPD RIJCOSX def2/J DEFGRID3
* xyz 0 1
C 2.268 -1.460 -0.177
C 1.212 -0.880 -0.204
C -0.191 1.641 0.292
C -1.639 -0.444 -0.230
C -0.471 0.401 -0.011
O -2.052 -1.145 0.683
H 3.266 -2.002 -0.035
H -1.101 2.243 0.403
H 0.809 2.113 0.483
H -2.101 -0.466 -1.202
*
```

* LUMO level: -0.0266 hartree
* HOMO energy: -10.18 eV

---

Model x:
Computed, not measured: an isolated molecule of C5H4O, with the ωB97M-V functional and the def2-TZVPD basis.

Structure (ORCA input):
```
! wB97M-V def2-TZVPD RIJCOSX def2/J DEFGRID3
* xyz 0 1
C -2.189 0.136 0.085
C -0.784 -0.283 0.109
C 0.302 0.485 -0.056
C 1.701 -0.041 -0.057
C 2.828 -0.508 -0.080
H -2.285 1.256 0.184
H -0.649 -1.418 0.356
H 0.388 1.635 -0.290
H 3.855 -0.702 -0.051
O -3.167 -0.559 -0.200
*
```

* LUMO level: -0.0221 hartree
* HOMO energy: -9.98 eV

---

Energies relative to the most stable structure, in hartree: model w 0.1070; model x 0.0000.

---

Model w:
Computed, not measured: an isolated molecule of C2H3BrO, with the ωB97M-V functional and the def2-TZVPD basis.

Structure (ORCA input):
```
! wB97M-V def2-TZVPD RIJCOSX def2/J DEFGRID3
* xyz 0 1
C -0.532 -0.493 -0.213
C 0.642 0.211 0.202
O 0.103 0.155 -1.310
Br 0.361 2.037 0.884
H -0.608 -1.557 0.009
H -1.623 -0.157 0.065
H 1.658 -0.196 0.363
*
```

* LUMO level: 0.0286 hartree
* HOMO energy: -10.26 eV

---

Model x:
Computed, not measured: a cluster of 2 separate species, C2H3BrO in total, with the ωB97M-V functional and the def2-TZVPD basis.

Structure (ORCA input):
```
! wB97M-V def2-TZVPD RIJCOSX def2/J DEFGRID3
* xyz 0 1
C -1.214 -0.915 0.370
C 0.733 0.918 -0.440
O -2.100 -1.528 -0.067
Br 2.029 -0.036 0.387
H 0.735 0.847 -1.578
H -0.683 -1.062 1.365
H 0.500 1.775 -0.038
*
```

* LUMO level (spin up / spin down): -0.0007 / 0.0079 hartree
* HOMO energy (spin up / spin down): -8.28 / -8.47 eV

---

Energies relative to the most stable structure, in hartree: model w 0.0000; model x 0.0719.

---

Model w:
Computed, not measured: an isolated molecule of C3H5P, with the ωB97M-V functional and the def2-TZVPD basis.

Structure (ORCA input):
```
! wB97M-V def2-TZVPD RIJCOSX def2/J DEFGRID3
* xyz 0 1
C 0.144 0.268 0.065
C -1.056 0.208 0.089
C 1.551 0.521 -0.043
P -2.784 0.045 -0.035
H 2.133 0.753 0.815
H 1.912 -0.421 -0.511
H 1.658 1.323 -0.744
H -2.761 1.216 -0.928
H -2.875 0.857 1.108
*
```

* LUMO level: 0.0354 hartree
* HOMO energy: -8.98 eV

---

Model x:
Computed, not measured: a structure of composition C3H5P, with the ωB97M-V functional and the def2-TZVPD basis.

Structure (ORCA input):
```
! wB97M-V def2-TZVPD RIJCOSX def2/J DEFGRID3
* xyz 0 1
C -0.434 1.080 0.637
C 0.205 -0.338 0.615
C 0.249 -0.398 -0.998
P -0.440 1.309 -1.044
H -1.056 1.475 1.366
H 1.129 -0.335 1.091
H -0.488 -1.049 1.102
H 1.330 -0.552 -1.422
H -0.494 -1.192 -1.347
*
```

* LUMO level: 0.0184 hartree
* HOMO energy: -9.02 eV

---

Energies relative to the most stable structure, in hartree: model w 0.0102; model x 0.0000.